112
Properties=species:S:1:pos:R:3 method="wB97M-V/def2-TZVPD" charge=0 e_above_lowest_kcal_mol=31.20 homo_ev=-6.59
Cu 0.8546 -0.7218 -0.0952
C 5.4766 -3.8679 -2.6150
C 5.5353 -3.8514 -1.0691
C 6.7528 -4.6477 -0.6076
C 5.6149 -2.3940 -0.6293
C 6.8011 -1.6782 -0.5222
C 6.8085 -0.3141 -0.2524
C 5.6141 0.3661 -0.0765
C 4.4096 -0.3241 -0.1434
P 2.7929 0.4733 0.1286
C 2.9375 1.9930 -0.8667
C 3.1787 3.2543 -0.3367
C 3.1779 4.3711 -1.1654
C 2.9360 4.2337 -2.5229
C 2.7058 2.9735 -3.0645
C 2.6989 1.8601 -2.2388
C 2.8406 1.0047 1.8737
C 3.7079 0.4303 2.7991
C 3.5721 0.7121 4.1545
C 2.5639 1.5550 4.5936
C 1.6873 2.1256 3.6770
C 1.8197 1.8507 2.3253
C 4.4417 -1.6844 -0.4248
O 3.2215 -2.2902 -0.4831
C 3.1195 -3.6479 -0.3653
C 1.8559 -4.1209 -0.0293
C 1.7071 -5.4968 0.1095
C 2.7942 -6.3420 -0.0482
C 4.0415 -5.8247 -0.3763
C 4.2302 -4.4618 -0.5571
P 0.4441 -2.9494 0.2578
C 0.0358 -3.3194 2.0062
C 0.9966 -3.8843 2.8520
C 0.7687 -3.9674 4.2204
C -0.4111 -3.4783 4.7630
C -1.3655 -2.9055 3.9308
C -1.1435 -2.8151 2.5635
C -0.7947 -3.6675 -0.8666
C -1.5390 -4.8062 -0.5843
C -2.4154 -5.3205 -1.5299
C -2.5566 -4.6980 -2.7609
C -1.8258 -3.5519 -3.0467
C -0.9488 -3.0398 -2.1021
H 6.3847 -3.4257 -3.0360
H 4.6170 -3.2968 -2.9746
H 5.3800 -4.8951 -2.9783
H 7.6709 -4.2200 -1.0118
H 6.7021 -5.6743 -0.9713
H 6.8256 -4.6661 0.4822
H 7.7482 -2.1846 -0.6630
H 7.7501 0.2159 -0.1893
H 5.6111 1.4318 0.1265
H 3.3557 3.3718 0.7262
H 3.3558 5.3526 -0.7436
H 2.9097 5.1097 -3.1588
H 2.5077 2.8626 -4.1237
H 2.4914 0.8763 -2.6529
H 4.4896 -0.2420 2.4631
H 4.2540 0.2641 4.8678
H 2.4520 1.7626 5.6507
H 0.8874 2.7696 4.0203
H 1.1236 2.2823 1.6130
H 0.7387 -5.9088 0.3631
H 2.6722 -7.4110 0.0822
H 4.8736 -6.5074 -0.4988
H 1.9292 -4.2599 2.4517
H 1.5222 -4.4095 4.8622
H -0.5835 -3.5390 5.8316
H -2.2850 -2.5074 4.3463
H -1.8851 -2.3532 1.9175
H -1.4736 -5.2704 0.3950
H -2.9963 -6.2045 -1.2978
H -3.2510 -5.0937 -3.4922
H -1.9654 -3.0378 -3.9896
H -0.4077 -2.1227 -2.3090
Br -0.5221 1.5283 -0.7335
C -6.3807 1.8509 -3.7693
C -5.1707 2.7790 -3.8751
C -4.4482 2.9884 -2.5420
C -3.8842 1.6804 -1.9698
Ge -2.8742 1.9752 -0.3512
C -3.1476 1.6362 1.5459
C -4.4411 2.2858 2.0560
C -5.7099 1.6387 1.4875
C -5.9643 0.2416 2.0541
H -6.8893 1.7598 -4.7322
H -7.1026 2.2386 -3.0431
H -6.0923 0.8472 -3.4480
H -5.4945 3.7518 -4.2534
H -4.4589 2.3731 -4.6022
H -5.1454 3.4399 -1.8259
H -3.6375 3.7079 -2.6843
H -3.2061 1.1926 -2.6748
H -4.6628 0.9564 -1.7314
H -2.6785 3.5282 -0.3357
H -2.2708 2.0831 2.0238
H -3.1255 0.5677 1.7435
H -4.4302 3.3545 1.8134
H -4.4727 2.2095 3.1484
H -5.6386 1.5711 0.3935
H -6.5685 2.2772 1.7104
H -5.1015 -0.4129 1.9043
H -6.8146 -0.2339 1.5633
H -6.1701 0.2971 3.1287
C -5.1123 -4.1242 0.3228
O -4.0547 -3.1609 0.2261
C -4.2193 -2.0368 -0.5223
S -5.6669 -1.7266 -1.2967
S -2.7971 -1.0750 -0.5084
H -4.6573 -5.0020 0.7802
H -5.5166 -4.3653 -0.6552
H -5.9188 -3.7494 0.9513



108
Properties=species:S:1:pos:R:3 method="wB97M-V/def2-TZVPD" charge=0 homo_ev=-9.17
C -0.4817 -0.9735 -3.5722
C -0.8294 0.2768 -3.7743
C -1.7951 0.9069 -2.7580
N -2.4267 2.1588 -3.1970
F -1.6478 2.8115 -4.1163
C -3.7496 2.0334 -3.6601
O -4.1404 2.7894 -4.4689
O -4.5625 1.0917 -3.1264
C -5.3018 0.3573 -4.1107
C -6.8301 0.4852 -3.8952
C -7.2603 -0.3409 -2.6621
O -7.2618 1.8258 -3.8196
H -0.6447 -1.4277 -2.5885
H -0.0828 -1.6044 -4.3661
H -0.3868 0.8068 -4.6159
H -2.5064 0.1391 -2.4512
H -1.1910 1.1482 -1.8601
H -5.0048 0.5512 -5.1462
H -5.0816 -0.7119 -3.9259
H -7.3133 0.0308 -4.7764
H -8.2908 -0.0993 -2.3585
H -7.2757 -1.3948 -2.9787
H -6.6110 -0.1829 -1.7879
H -7.4962 2.0484 -2.9113
C 2.7099 0.6148 1.8625
C 1.6330 -0.2471 1.7011
C 1.0646 -0.4214 0.4467
C 1.5694 0.2694 -0.6470
C 2.6406 1.1386 -0.4846
C 3.2120 1.3100 0.7693
H 3.1574 0.7461 2.8403
H 1.2359 -0.7843 2.5541
H 0.2258 -1.0970 0.3222
H 1.1261 0.1315 -1.6261
H 3.0313 1.6828 -1.3361
H 4.0486 1.9864 0.8951
C 0.8504 -4.0830 4.1868
C 1.4215 -3.7309 2.9712
C 0.8085 -4.1010 1.7816
C -0.3745 -4.8279 1.8077
C -0.9413 -5.1879 3.0234
C -0.3300 -4.8144 4.2128
H 1.3256 -3.7881 5.1145
H 2.3456 -3.1658 2.9506
H 1.2533 -3.8226 0.8337
H -0.8545 -5.1151 0.8801
H -1.8610 -5.7596 3.0439
H -0.7734 -5.0932 5.1608
C 7.9644 3.9886 -1.7810
C 8.2441 3.5495 -0.4938
C 7.5621 2.4601 0.0327
C 6.5972 1.8123 -0.7274
C 6.3114 2.2572 -2.0116
C 6.9958 3.3442 -2.5388
H 8.5011 4.8337 -2.1939
H 8.9951 4.0562 0.0998
H 7.7826 2.1157 1.0357
H 6.0668 0.9609 -0.3185
H 5.5546 1.7549 -2.6028
H 6.7749 3.6893 -3.5415
C -2.0975 2.1564 2.3160
C -3.0520 2.8572 3.0414
C -2.6782 3.5723 4.1713
C -1.3504 3.5839 4.5777
C -0.3978 2.8769 3.8569
C -0.7703 2.1638 2.7257
H -2.3878 1.6028 1.4311
H -4.0882 2.8461 2.7260
H -3.4227 4.1206 4.7360
H -1.0578 4.1432 5.4580
H 0.6372 2.8810 4.1774
H -0.0275 1.6145 2.1634
C -2.6760 0.2711 9.0623
C -2.2593 -0.7332 8.1993
C -1.9619 -0.4334 6.8762
C -2.0846 0.8706 6.4139
C -2.5101 1.8739 7.2757
C -2.8041 1.5742 8.5997
H -2.9018 0.0385 10.0958
H -2.1656 -1.7510 8.5583
H -1.6337 -1.2170 6.2037
H -1.8500 1.1038 5.3834
H -2.6119 2.8890 6.9160
H -3.1338 2.3569 9.2721
C -7.3582 -6.0317 -1.4884
C -6.2551 -5.2389 -1.7754
C -6.1029 -4.0074 -1.1523
C -7.0572 -3.5666 -0.2441
C -8.1645 -4.3559 0.0360
C -8.3145 -5.5887 -0.5848
H -7.4731 -6.9949 -1.9699
H -5.5123 -5.5818 -2.4855
H -5.2403 -3.3906 -1.3744
H -6.9383 -2.6072 0.2444
H -8.9115 -4.0100 0.7398
H -9.1773 -6.2050 -0.3643
C 10.3516 1.4779 -7.0493
C 8.9791 1.4156 -6.8481
C 8.4683 1.3527 -5.5584
C 9.3298 1.3481 -4.4697
C 10.7024 1.4016 -4.6712
C 11.2136 1.4681 -5.9607
H 10.7498 1.5334 -8.0550
H 8.3068 1.4167 -7.6975
H 7.3972 1.3072 -5.4012
H 8.9306 1.3018 -3.4637
H 11.3748 1.3924 -3.8220
H 12.2843 1.5121 -6.1177



115
Properties=species:S:1:pos:R:3 method="wB97M-V/def2-TZVPD" s_squared=6.04 charge=+2 homo_ev="-12.21 / -12.46" spin_multiplicity=5
Rh 0.8923 1.1190 -0.0197
C 2.2978 6.5997 -0.4474
N 2.1316 5.3606 0.2640
C 2.3061 5.1438 1.5907
C 2.0301 3.8210 1.8090
N 1.6880 3.2347 0.6367
C 1.7583 4.1859 -0.2883
P 1.4404 4.0569 -2.0889
C -0.2099 3.3098 -1.8582
N -0.6195 2.6902 -0.7556
C -1.9688 2.6662 -0.7994
C -2.3923 3.2859 -1.9450
N -1.2792 3.7029 -2.5953
C -1.2329 4.3585 -3.8713
C 2.5853 2.6446 -2.2942
N 2.7991 1.7319 -1.3519
C 4.0123 1.1944 -1.6025
C 4.5384 1.7682 -2.7279
N 3.6392 2.6902 -3.1509
C 3.7672 3.4765 -4.3478
H 2.4901 7.4043 0.2569
H 1.3939 6.8314 -1.0119
H 3.1349 6.5302 -1.1435
H 2.5948 5.9181 2.2710
H 2.0858 3.2832 2.7352
H -2.5479 2.2285 -0.0038
H -3.3789 3.4569 -2.3205
H -2.2186 4.7499 -4.1101
H -0.9290 3.6556 -4.6491
H -0.5192 5.1825 -3.8479
H 4.4587 0.4892 -0.9302
H 5.4662 1.5931 -3.2335
H 4.8233 3.5874 -4.5942
H 3.3288 4.4651 -4.2072
H 3.2637 2.9883 -5.1861
C 1.1041 -2.4725 1.0603
P 1.8437 -1.1467 0.0259
C 3.5192 -1.2059 0.7436
C 4.4029 -2.2406 0.4626
C 5.6100 -2.3169 1.1343
C 5.9341 -1.3722 2.0939
C 5.0715 -0.3186 2.3547
C 3.8675 -0.2325 1.6777
C 1.9271 -1.9756 -1.6110
C 2.9399 -1.6822 -2.5227
C 2.9160 -2.2061 -3.8028
C 1.8703 -3.0191 -4.2044
C 0.8513 -3.3113 -3.3130
C 0.8741 -2.7903 -2.0312
H 1.5743 -3.4255 0.8233
H 0.0315 -2.5482 0.9033
H 1.2927 -2.2307 2.1046
H 4.1493 -2.9766 -0.2858
H 6.3006 -3.1138 0.9085
H 6.8644 -1.4542 2.6341
H 5.3470 0.4380 3.0766
H 3.1931 0.6017 1.8531
H 3.7612 -1.0485 -2.2342
H 3.7127 -1.9709 -4.4929
H 1.8513 -3.4216 -5.2038
H 0.0284 -3.9397 -3.6183
H 0.0627 -3.0251 -1.3593
C -7.5601 -3.8324 0.9204
C -6.3043 -3.0313 1.0106
C -6.2062 -1.9285 1.8523
C -5.0406 -1.1848 1.9390
C -4.9890 -0.0011 2.8614
C -3.9251 -1.5613 1.1761
As -2.3631 -0.3298 1.3845
N -1.2146 -0.2507 -0.0253
C -1.6272 -0.1303 -1.3073
C -2.9858 -0.0922 -1.7010
C -3.3499 0.0393 -3.0213
C -2.3827 0.1390 -4.0148
C -1.0406 0.1255 -3.6576
C -0.6664 0.0045 -2.3393
C -1.1498 -0.9651 2.8162
C -0.1493 -0.0553 3.1971
C -0.1350 1.3335 2.6756
C 0.8550 -0.4540 4.0730
C 0.8580 -1.7247 4.6301
C 1.9640 -2.1607 5.5342
C -0.2071 -2.5661 4.3335
C -1.2255 -2.2061 3.4573
C -2.3332 -3.1888 3.2340
C -4.0044 -2.6603 0.3194
C -2.8518 -3.1202 -0.5180
C -5.1912 -3.3794 0.2581
H -8.3688 -3.3691 1.4762
H -7.3963 -4.8295 1.3262
H -7.8687 -3.9479 -0.1160
H -7.0586 -1.6364 2.4490
H -5.9120 0.0915 3.4267
H -4.8453 0.9204 2.2894
H -4.1603 -0.0972 3.5691
H -3.7538 -0.1372 -0.9353
H -4.3971 0.0720 -3.2786
H -2.6724 0.2307 -5.0479
H -0.2793 0.1974 -4.4230
H 0.3922 0.0125 -2.0841
H -1.1450 1.7139 2.5007
H 0.3781 2.0039 3.3587
H 0.4152 1.3390 1.6705
H 1.6410 0.2410 4.3347
H 2.9275 -2.0189 5.0460
H 1.8656 -3.2084 5.8030
H 1.9682 -1.5704 6.4497
H -0.2450 -3.5417 4.7932
H -2.2303 -4.0278 3.9187
H -2.3152 -3.5768 2.2153
H -3.3086 -2.7354 3.4117
H -1.9278 -2.6382 -0.2017
H -3.0250 -2.8706 -1.5657
H -2.7356 -4.2001 -0.4395
H -5.2423 -4.2364 -0.3982



128
Properties=species:S:1:pos:R:3 method="wB97M-V/def2-TZVPD" s_squared=0.75 charge=0 e_above_lowest_kcal_mol=0.00 homo_ev="-6.98 / -7.25" spin_multiplicity=2
Rb -0.1508 -0.8645 0.3730
C -0.7756 4.1183 4.4422
N -0.5347 3.2001 3.3279
C -1.3909 2.7891 2.3840
N -0.7426 2.0392 1.5283
C 0.5325 2.0259 1.9974
N 0.7061 2.7407 3.0777
C -0.8079 5.5582 4.0323
C -1.7238 6.4683 4.5123
C -1.6864 7.7941 4.1020
C -0.7473 8.2340 3.1980
C 0.2001 7.3155 2.7142
C 0.1715 5.9942 3.1214
C 1.2146 7.7435 1.7635
N 1.6765 8.9319 1.5559
N 2.6610 8.7769 0.5249
C 2.6614 7.5165 0.2156
O 1.7970 6.8017 0.9729
C 3.4739 6.8293 -0.7747
C 4.6863 7.4199 -1.1253
C 5.4853 6.8128 -2.0919
C 5.0563 5.6495 -2.7310
C 3.8217 5.0784 -2.3676
C 3.3393 3.8505 -3.1261
N 2.3236 3.0910 -2.4256
C 2.4892 2.0542 -1.5369
N 1.3238 1.6738 -1.1042
C 0.4339 2.4902 -1.7092
N 0.9888 3.3794 -2.5346
C 3.0403 5.6543 -1.3791
H -0.0044 3.9619 5.1864
H -1.7273 3.8565 4.9052
H -2.4272 3.0522 2.3685
H 1.3265 1.4813 1.5157
H -2.4867 6.1398 5.2235
H -2.4001 8.4851 4.5267
H -0.7424 9.2539 2.8567
H 0.9469 5.3185 2.7475
H 5.0223 8.2955 -0.6036
H 6.4404 7.2889 -2.3741
H 5.6447 5.1143 -3.4721
H 4.2056 3.2069 -3.3359
H 2.9326 4.1739 -4.0913
H 3.4154 1.5885 -1.2361
H -0.6267 2.3821 -1.5996
H 2.1011 5.2420 -1.0752
N -2.3687 -1.3355 2.2253
C -3.7260 -0.8312 2.0362
C -4.5631 -1.8032 1.1541
C -4.5730 -1.5674 -0.3617
N -3.2520 -1.4974 -1.0045
H -2.3727 -2.1696 2.8141
H -1.7835 -0.6407 2.6820
H -3.6749 0.1410 1.5372
H -4.2297 -0.6499 2.9636
H -5.6295 -1.7038 1.4188
H -4.2750 -2.8424 1.3691
H -5.0637 -0.6056 -0.5561
H -5.2230 -2.3436 -0.7724
H -3.3450 -1.6075 -2.0248
H -2.6628 -2.2655 -0.6627
Cl -0.5497 -4.5142 7.5627
C -0.2130 -3.4600 6.2138
C -0.6481 -2.1442 6.2979
C -0.4171 -1.3144 5.2582
Cl -1.0661 0.3036 5.3825
C 0.3781 -1.6594 4.1032
O 0.6778 -0.8133 3.2190
C 0.7148 -3.0500 4.0127
C 1.3526 -3.6612 2.8630
O 1.6766 -3.1876 1.7827
C 0.4372 -3.9023 5.0893
H -1.2142 -1.7758 7.1309
H 1.5112 -4.7524 3.0149
H 0.7311 -4.9689 5.0289
O 3.4062 -0.5005 1.9104
H 4.2791 -0.5368 2.2927
H 2.7574 -0.7675 2.5821
C -1.7834 1.6152 -4.3311
N -1.5975 0.4407 -3.5233
C -0.6373 -0.5293 -3.6919
N -0.1086 -0.6398 -4.9544
O -0.2864 -1.2645 -2.7675
H -2.5072 2.2331 -3.8028
H -2.2059 1.3690 -5.3107
H -0.8830 2.2010 -4.4508
H -1.7997 0.5814 -2.5314
H -0.6270 -0.2997 -5.7510
H 0.4321 -1.4819 -5.1112
O -2.5550 1.2284 -0.7809
H -2.0062 1.4049 -0.0078
H -2.7900 0.2709 -0.6881
O 3.3259 -1.1448 -2.5083
H 3.4999 -1.2867 -1.5566
H 2.3639 -0.9747 -2.5042
C 3.0471 -4.6136 -0.7560
Ge 1.1516 -4.3665 -0.9080
C 0.1562 -5.7442 0.1084
C 0.3611 -7.1258 -0.0766
C -0.3691 -8.0640 0.6464
C -1.3627 -7.6545 1.5269
C -1.5754 -6.2942 1.7406
C -0.7999 -5.3705 1.0511
C 0.7176 -4.2964 -2.8439
C 1.7452 -4.0718 -3.7301
C 1.4847 -3.9032 -5.1172
C 0.2019 -3.9758 -5.6197
C -0.8864 -4.2200 -4.7504
C -2.2119 -4.2977 -5.2528
C -3.2605 -4.4968 -4.3895
C -3.0129 -4.6609 -3.0082
C -1.7223 -4.6201 -2.5103
C -0.6359 -4.4078 -3.3640
H 3.3671 -5.6211 -1.0573
H 3.3389 -4.4325 0.2480
H 3.5428 -3.9209 -1.4257
H 1.1375 -7.4829 -0.7647
H -0.1686 -9.1485 0.5525
H -1.9619 -8.3836 2.0300
H -2.3448 -5.9695 2.4054
H -0.9638 -4.3193 1.2181
H 2.7527 -3.9655 -3.3746
H 2.2865 -3.6785 -5.7915
H -0.0182 -3.8897 -6.6773
H -2.3823 -4.2341 -6.3361
H -4.2916 -4.4904 -4.7673
H -3.8520 -4.8463 -2.3281
H -1.5207 -4.7373 -1.4488



Sequential strongest force on any atom output: 0.663; 2.906; 1.877; 1.503 eV Å⁻¹